This record from the OMol25 dataset describes C36H33BiCl2N4O3S3 as an isolated structure. The level of theory is ωB97M-V/def2-TZVPD.

Each line ends with the Mulliken charge.
Geometry (Å):
1 Bi 0.594 -0.145 -0.556  1.506
2 Cl -6.748 -0.588 -1.257  -0.279
3 Cl -5.695 -0.809 -4.271  -0.273
4 S 1.102 3.290 0.012  1.277
5 S 3.259 0.506 0.157  -0.470
6 S 0.762 -2.641 0.046  -0.506
7 O -3.306 0.157 1.969  -0.863
8 O -0.971 0.252 -4.606  -0.816
9 O 1.296 3.862 -1.343  -0.796
10 N 0.243 0.309 1.987  1.641
11 N -0.923 -0.468 -2.397  0.000
12 N -1.813 -0.131 0.188  1.562
13 N 1.781 -0.883 -2.643  0.189
14 C 5.518 0.134 -1.390  0.083
15 C -3.233 -0.572 -3.191  -0.921
16 C 1.623 -0.543 -5.001  -0.738
17 C -0.608 -3.043 1.172  -0.529
18 C -2.554 3.336 1.816  -0.632
19 C 1.745 4.518 1.174  -1.280
20 C 3.839 -1.680 -1.532  0.603
21 C 6.455 -0.647 -2.129  -1.164
22 C 4.331 -0.366 -0.953  -0.306
23 C -2.765 -0.309 -0.826  -0.822
24 C 3.041 -1.320 -2.776  0.370
25 C -1.318 0.469 3.779  -0.898
26 C 1.032 0.672 4.195  -0.905
27 C -0.278 0.657 4.668  -1.007
28 C 6.225 -2.033 -2.149  -0.183
29 C -3.411 3.205 0.727  1.247
30 C -4.591 -0.623 -2.932  0.172
31 C 1.075 -0.536 -3.730  0.559
32 C 2.937 -0.965 -5.148  -0.671
33 C -4.141 -0.386 -0.596  -0.803
34 C -4.883 3.002 0.931  -1.670
35 C -5.045 -0.531 -1.635  -0.115
36 C -2.175 0.094 1.454  -0.662
37 C -2.293 -0.422 -2.166  0.212
38 C -1.019 0.298 2.428  0.776
39 C 0.809 -4.088 2.988  -1.708
40 C -0.650 3.424 0.363  0.481
41 C -2.858 3.192 -0.550  -0.566
42 C 3.642 -1.382 -4.040  -0.733
43 C -1.518 -3.279 3.482  -1.602
44 C -1.489 3.301 -0.737  -0.944
45 C 1.250 0.488 2.841  -0.714
46 C -0.399 -0.198 -3.607  -0.063
47 C -1.183 3.435 1.645  -0.349
48 C 5.024 -2.581 -1.780  -1.001
49 C -0.253 -3.048 2.659  2.022
50 H 1.696 -3.942 2.372  0.419
51 H 3.400 -0.980 -6.129  0.365
52 H 1.282 5.487 0.989  0.393
53 H 5.797 1.137 -1.076  0.352
54 H -0.952 -4.046 0.894  0.590
55 H -2.355 0.447 4.079  0.563
56 H 0.425 -5.097 2.805  0.337
57 H -2.966 3.333 2.819  0.211
58 H -3.504 3.070 -1.412  0.337
59 H 3.144 -2.146 -0.832  -0.394
60 H 2.815 4.552 0.981  0.434
61 H -1.058 3.286 -1.731  0.499
62 H -1.939 -4.268 3.270  0.385
63 H 4.656 -1.744 -4.090  0.435
64 H 4.906 -3.652 -1.656  0.190
65 H 2.245 0.458 2.403  0.161
66 H 0.147 -2.067 2.919  -0.605
67 H -5.084 1.935 1.038  0.192
68 H -0.482 0.788 5.725  0.372
69 H -5.460 3.375 0.083  0.401
70 H -1.445 -2.375 0.983  -0.082
71 H 1.106 -4.027 4.039  0.412
72 H -4.504 -0.329 0.414  0.717
73 H -1.308 -3.228 4.554  0.343
74 H -0.540 3.499 2.514  0.089
75 H 7.042 -2.705 -2.415  0.331
76 H 7.423 -0.234 -2.386  0.222
77 H -5.232 3.502 1.838  0.420
78 H 1.003 -0.235 -5.829  0.487
79 H 1.578 4.182 2.196  0.293
80 H -2.282 -2.534 3.249  0.308
81 H -2.888 -0.635 -4.209  0.624
82 H 1.875 0.810 4.860  0.490

Gap between HOMO and LUMO in eV: 3.553
HOMO in Eh: 0.0136
Energy above the lowest of the compared OMol25 structures with the same formula, charge and spin in kcal/mol: 16.5
Net charge: -2

This record from the OMol25 dataset describes C31H39N4O5PReS2 as an isolated structure in a non-equilibrium geometry. The level of theory is ωB97M-V/def2-TZVPD.

Each line ends with the Löwdin spin population.
Geometry (Å):
1 Re 0.207 -1.233 -0.497  0.710
2 S 2.355 -1.940 -2.862  0.008
3 S 0.580 -3.651 -0.350  0.001
4 P -1.473 1.015 -0.228  0.000
5 O 1.760 -0.201 0.314  0.016
6 O 2.164 -3.337 -3.150  0.013
7 O -2.380 -2.202 -3.540  0.002
8 O -1.437 -1.953 -1.552  0.006
9 O 2.886 -1.128 -3.924  0.009
10 N -1.211 -4.996 1.074  -0.001
11 N 0.882 -1.273 -2.419  0.185
12 N -0.916 -2.816 1.711  0.003
13 N -0.238 -1.660 1.483  0.002
14 C 0.157 -1.040 2.561  0.014
15 C -1.562 3.651 -1.529  0.000
16 C 1.222 0.793 3.781  0.002
17 C 2.922 2.143 2.770  0.001
18 C 3.661 -2.947 -0.682  0.000
19 C -0.599 1.695 -2.755  0.000
20 C -4.947 0.265 -2.381  0.000
21 C 1.043 0.077 2.587  -0.002
22 C 4.888 -0.546 -0.052  0.000
23 C -0.644 -3.789 0.902  0.000
24 C 4.066 -0.621 -1.161  0.000
25 C -2.243 1.885 1.324  -0.003
26 C 4.463 -2.854 0.443  0.000
27 C -3.522 2.648 0.970  -0.001
28 C 5.071 -1.648 0.777  0.000
29 C 2.791 1.449 1.594  -0.003
30 C 5.902 -1.519 2.017  0.000
31 C -0.055 -1.602 -3.451  0.018
32 C 1.847 0.410 1.453  0.003
33 C -4.622 -1.473 -0.771  0.000
34 C 3.439 -1.818 -1.450  0.000
35 C -1.245 2.827 1.997  0.000
36 C -3.031 0.340 -0.921  0.001
37 C -3.793 0.893 -1.944  0.000
38 C 0.647 2.677 -0.877  0.000
39 C -0.764 2.354 -1.385  0.003
40 C -3.463 -0.856 -0.341  -0.001
41 C 2.130 1.820 3.873  -0.004
42 C -1.433 -1.952 -2.829  0.005
43 C -2.629 0.805 2.339  0.000
44 C -5.361 -0.920 -1.803  0.000
45 H -0.303 2.322 2.197  0.000
46 H 3.910 0.220 -1.817  0.000
47 H -1.541 1.355 -3.177  0.000
48 H -3.968 3.025 1.890  0.000
49 H 3.204 -3.876 -0.983  0.000
50 H 6.370 -2.464 2.285  0.000
51 H 2.229 2.382 4.789  0.000
52 H -1.529 4.251 -0.625  0.000
53 H 6.674 -0.765 1.883  0.000
54 H -2.861 -1.324 0.427  0.000
55 H -1.092 -5.678 0.344  0.000
56 H 0.603 0.538 4.629  0.000
57 H 1.138 3.360 -1.568  0.000
58 H -2.600 3.475 -1.792  0.000
59 H 0.292 -2.476 -4.016  0.002
60 H 4.620 -3.724 1.067  0.000
61 H 3.388 1.686 0.728  0.000
62 H -0.145 2.403 -3.447  0.000
63 H -2.024 -5.057 1.667  0.000
64 H 5.275 -1.206 2.853  0.000
65 H -5.513 0.707 -3.189  0.000
66 H 0.072 0.843 -2.666  0.000
67 H -1.779 0.178 2.591  0.000
68 H -3.340 3.497 0.323  0.000
69 H -6.249 -1.418 -2.163  0.000
70 H -3.435 0.180 1.963  0.000
71 H -0.181 -0.775 -4.160  0.007
72 H -1.053 3.715 1.402  0.000
73 H -3.496 1.811 -2.423  0.000
74 H 3.639 2.948 2.839  0.000
75 H 1.241 1.766 -0.830  0.000
76 H -1.654 3.160 2.951  0.000
77 H -2.979 1.284 3.254  0.000
78 H -4.249 1.997 0.491  0.000
79 H 0.644 3.139 0.107  0.000
80 H -0.155 -1.473 3.509  0.001
81 H -1.119 4.246 -2.329  0.000
82 H 5.384 0.383 0.192  0.000
83 H -4.932 -2.400 -0.311  0.000

2S+1: 2
Gap between HOMO and LUMO (spin up / spin down) in eV: 6.084 / 6.694
HOMO (spin up / spin down) in Eh: -0.2833 / -0.2919
Energy above the lowest of the compared OMol25 structures with the same formula, charge and spin in kcal/mol: 20.7
Net charge: 0

Look up the energy above the lowest of the compared OMol25 structures with the same formula, charge and spin of the second one. 20.7 kcal/mol

Among the records above, which one has the highest energy above the lowest of the compared OMol25 structures with the same formula, charge and spin? C31H39N4O5PReS2

What is the formula in the second record? C31H39N4O5PReS2